Record 1
Entry from the Open Molecules 2025 dataset: a cluster of 6 separate species, C34H61BCl2F3IN9O10 in total (ωB97M-V/def2-TZVPD).

The geometry in XYZ format:
```
121
Properties=species:S:1:pos:R:3:forces:R:3:lowdin_charge:R:1
C -3.2467 -6.6023 -4.3171 -0.850 1.157 0.877 -0.15
C -4.3596 -6.6822 -3.0710 0.195 -0.543 -1.357 -0.19
C -4.6570 -5.1285 -2.6409 -0.885 -0.724 -1.716 -0.19
O -4.5236 -4.8396 -1.2049 4.424 2.454 0.513 -0.12
C -3.2903 -4.0276 -0.9372 0.735 1.232 0.043 0.02
C -3.1462 -2.4315 -1.4156 1.762 -1.778 1.393 0.04
C -4.4323 -1.7614 -2.2021 0.189 0.803 0.722 -0.14
C -4.0827 -1.1448 -3.6802 -1.539 0.370 -1.216 -0.11
C -4.1867 -2.2096 -4.9223 3.890 -1.231 -2.533 -0.06
F -5.4499 -2.7897 -5.4728 3.977 1.597 2.268 -0.04
C -2.9029 -2.6148 -5.6125 -2.239 0.093 0.478 0.00
F -1.6323 -1.8137 -5.5168 -4.464 -3.303 -0.196 -0.02
F -2.8107 -3.8323 -6.4978 -0.025 4.746 2.914 -0.03
C -1.7463 -1.5938 -1.0467 -0.294 -4.380 0.928 0.04
C -1.5670 -0.0183 -1.4719 -3.736 5.257 -0.656 -0.21
O -2.6402 0.8201 -1.5014 6.269 -6.272 0.415 -0.01
O -0.2650 0.6345 -1.8090 -3.502 -2.270 2.760 -0.11
C -0.2765 1.8999 -1.0384 0.719 2.359 0.303 -0.11
C 1.2349 2.5199 -0.7604 -0.126 0.995 0.103 -0.57
N 1.8379 1.9263 0.5037 -0.483 -0.562 -1.112 0.01
N 1.0014 4.0112 -0.4396 -0.095 -1.330 1.289 0.02
N 2.1676 2.4295 -1.9483 -0.025 0.769 1.680 0.06
C -0.6082 -2.4779 -0.1991 -2.987 -1.501 -1.037 -0.39
I 1.3434 -1.5661 0.3860 -2.279 -0.816 -0.750 0.97
C -0.8618 -4.0683 0.2516 -1.114 2.537 -1.076 -0.04
C 0.3240 -4.8305 1.1383 -0.796 -0.428 0.492 -0.07
B 1.5368 -5.4552 0.1730 2.045 -1.032 -1.411 -0.47
O 2.4663 -6.5246 0.6752 -2.962 1.691 -2.544 0.04
O 1.7492 -4.9640 -1.2203 -1.511 -2.220 2.016 0.00
N -2.1809 -4.7592 -0.1524 0.390 2.262 -0.562 0.01
C -2.4341 -6.1939 0.2718 1.239 -2.794 -1.341 -0.54
Cl -3.5012 -6.3972 1.8195 1.859 0.564 -2.696 0.61
C -1.8997 -7.4172 -0.3853 -1.889 2.647 2.743 -0.52
C -2.3015 -8.8713 0.3267 0.469 0.581 -0.040 -0.12
Cl -0.8497 -7.3107 -1.9087 -1.624 -0.164 2.493 0.64
H -3.7719 -5.9199 -5.1405 1.267 -1.771 1.505 0.09
H -2.9352 -7.6580 -4.7140 -0.552 2.220 0.726 0.09
H -2.3529 -5.9545 -3.9006 -1.490 -1.586 -1.050 0.05
H -4.0198 -7.3861 -2.2002 -0.507 1.635 -1.494 0.09
H -5.3101 -7.2111 -3.5629 1.844 1.420 1.364 0.13
H -5.7969 -4.9147 -2.9168 2.626 -0.100 0.612 0.16
H -3.9022 -4.4388 -3.2104 -1.705 -1.238 0.831 0.10
H -4.7685 -0.8346 -1.5288 0.937 -2.031 -1.481 0.12
H -5.3789 -2.4613 -2.2585 2.272 1.099 0.168 0.14
H -3.0498 -0.5996 -3.7627 -1.963 -1.366 0.193 0.12
H -4.9074 -0.3080 -3.8923 1.792 -1.847 0.502 0.15
H -0.7678 1.7812 0.0428 0.834 0.131 -2.571 0.15
H -0.8393 2.7042 -1.7013 1.090 -1.691 1.702 0.16
H 2.7060 2.4215 0.8035 -1.284 -0.420 -0.303 0.08
H 1.1002 1.9131 1.2415 1.201 0.294 -0.727 0.07
H 0.3402 3.9637 0.3931 0.947 0.488 -1.202 0.08
H 1.9227 4.2965 0.0101 -1.508 -0.192 -0.826 0.08
H 1.7718 2.9122 -2.7849 0.176 -0.394 1.216 0.09
H 3.0117 3.0122 -1.6634 -1.225 -0.909 -0.740 0.07
H 0.7734 -4.1216 1.9873 -1.214 -1.235 -2.075 0.12
H -0.0976 -5.7737 1.7363 0.517 2.134 -1.414 0.13
H 2.6701 -7.0986 -0.1292 0.074 1.231 1.534 0.12
H 1.4842 -5.6574 -1.8951 0.656 1.224 1.141 0.08
H -1.8406 -9.7859 -0.2544 -1.016 2.077 1.088 0.10
H -3.4697 -8.9191 0.3863 2.283 0.026 -0.325 0.09
H -1.9100 -8.8781 1.4541 -0.714 0.155 -2.619 0.10
C 6.4405 3.4269 -0.5489 -0.115 -0.083 0.240 -0.03
C 6.0592 3.7061 -1.9752 -0.378 0.262 -0.361 -0.56
O 5.1906 4.5242 -2.2720 0.174 -0.306 0.125 0.00
N 6.7094 3.0193 -2.9575 -0.383 0.519 0.358 0.00
C 7.7474 2.0286 -2.8143 0.032 -0.050 -0.397 -0.08
H 5.8378 4.0485 0.1192 0.223 -0.015 -0.293 0.08
H 6.2501 2.3773 -0.3111 0.163 -0.040 -0.012 0.08
H 7.4943 3.6694 -0.3908 -0.153 -0.088 0.130 0.07
H 6.3987 3.2608 -3.8916 0.072 -0.091 0.222 0.14
H 8.6315 2.3823 -3.3503 0.135 -0.265 0.144 0.08
H 7.3967 1.1000 -3.2711 0.265 -0.111 0.128 0.08
H 8.0060 1.8440 -1.7702 -0.130 0.124 -0.207 0.08
C 8.2183 8.4786 0.0328 -0.027 0.065 0.271 0.00
C 7.8763 7.1384 -0.5542 -0.203 -0.501 -0.181 -0.51
O 7.6101 6.1652 0.1485 -0.006 0.310 -0.321 0.00
N 7.8663 7.0185 -1.9124 0.069 -0.141 0.868 0.01
C 8.1477 8.0326 -2.8982 -0.087 -0.273 -0.282 -0.08
H 8.1855 8.4190 1.1243 0.055 -0.107 -0.271 0.09
H 9.2277 8.7703 -0.2679 -0.136 0.139 0.008 0.09
H 7.4911 9.2255 -0.2952 0.182 0.056 -0.052 0.09
H 7.6273 6.0872 -2.2331 -0.061 0.280 0.019 0.13
H 7.2656 8.1434 -3.5335 0.159 0.235 -0.103 0.09
H 8.9891 7.6917 -3.5063 -0.013 0.303 -0.116 0.08
H 8.3930 8.9956 -2.4470 -0.063 -0.265 -0.009 0.08
C -5.1860 -0.7658 1.1526 0.149 -0.017 -0.256 -0.03
C -5.2395 -0.8359 2.6526 0.019 -0.054 1.244 -0.55
O -4.2628 -1.1550 3.3278 -0.128 0.024 -0.481 0.01
N -6.4190 -0.5320 3.2657 1.091 -0.241 -0.470 0.01
C -7.6649 -0.1392 2.6550 -0.236 -0.150 0.237 -0.09
H -4.1829 -1.0344 0.8095 -0.146 0.063 0.269 0.06
H -5.9002 -1.4715 0.7211 -0.070 0.166 -0.078 0.09
H -5.4051 0.2516 0.8192 -0.116 -0.125 -0.116 0.09
H -6.3777 -0.6014 4.2760 -0.004 0.019 -0.280 0.14
H -7.9378 0.8455 3.0421 -0.284 -0.125 -0.216 0.09
H -8.4291 -0.8646 2.9446 0.010 0.419 -0.273 0.06
H -7.6000 -0.0959 1.5665 0.147 -0.003 0.199 0.08
C 9.5573 5.2905 2.3410 -0.205 0.176 0.009 -0.02
C 10.5889 6.1677 2.9923 0.189 0.798 0.154 -0.54
O 10.5097 7.3946 2.9744 -0.013 -0.585 -0.052 0.02
N 11.6390 5.5640 3.6183 -0.361 0.422 -0.219 -0.01
C 11.9075 4.1530 3.7473 0.327 0.161 0.205 -0.09
H 8.7834 5.9135 1.8840 0.312 -0.180 0.153 0.05
H 10.0228 4.6865 1.5581 -0.117 -0.121 0.091 0.09
H 9.0875 4.6486 3.0903 0.082 -0.146 -0.120 0.09
H 12.2919 6.2191 4.0330 -0.159 -0.187 -0.100 0.14
H 11.9511 3.9110 4.8120 0.019 -0.315 -0.103 0.08
H 12.8792 3.9486 3.2914 -0.074 -0.319 0.053 0.08
H 11.1447 3.5381 3.2665 0.117 0.233 0.079 0.07
C -10.1716 -0.7258 6.1705 0.230 -0.042 0.092 0.00
C -10.8700 -0.3947 4.8819 -0.309 0.193 -0.811 -0.53
O -10.2597 -0.2593 3.8231 -0.424 -0.067 0.609 0.00
N -12.2249 -0.2435 4.9089 0.875 -0.074 -0.164 0.00
C -13.1118 -0.3609 6.0398 -0.345 0.089 -0.219 -0.08
H -9.0965 -0.8152 5.9913 -0.287 0.047 -0.075 0.08
H -10.3362 0.0720 6.8990 -0.033 -0.198 0.079 0.09
H -10.5384 -1.6793 6.5585 0.007 0.156 0.150 0.09
H -12.6239 -0.0214 4.0040 0.093 -0.053 0.240 0.15
H -13.8376 -1.1483 5.8225 -0.070 0.056 0.309 0.09
H -13.6369 0.5897 6.1605 -0.093 -0.152 0.269 0.09
H -12.5809 -0.6016 6.9625 -0.041 0.055 -0.256 0.08
```
Forces are in eV/Å.

* calculated total energy: -112085.44359 eV
* 2S+1: 1
* charge: +1

Record 2
Entry from the Open Molecules 2025 dataset: a cluster of 11 separate species, C34H61Br20Cl2NO7 in total (ωB97M-V/def2-TZVPD).

The geometry in XYZ format:
```
125
Properties=species:S:1:pos:R:3:forces:R:3:lowdin_charge:R:1
C -0.8808 -1.5711 -1.7496 0.081 0.062 0.009 -0.09
C -1.8519 -2.7034 -2.0116 0.251 -0.009 -0.138 -0.26
O -3.1594 -2.5097 -1.5028 0.064 -0.100 0.196 -0.13
C -3.9326 -1.6270 -2.2712 -0.337 0.313 -0.192 -0.20
C -5.4064 -1.7980 -1.9161 0.223 -0.458 0.146 -0.07
C -5.9677 -0.7924 -0.9356 0.094 -0.543 0.812 -0.44
O -5.9324 0.5771 -1.4481 -0.305 0.143 -0.257 0.09
C -5.8476 0.7196 -2.7299 0.129 -0.085 -0.254 -0.38
N -5.7445 0.8507 -3.8721 -0.026 -0.014 0.300 0.22
O -5.0931 -0.7929 0.1686 0.205 0.172 -0.497 0.00
C -4.7765 0.4096 0.7935 -0.588 0.312 0.589 -0.40
O -5.5417 0.9970 1.4915 0.021 -0.092 -0.441 0.17
C -3.3399 0.7884 0.6238 0.368 -0.027 0.312 -0.11
O -3.2082 2.1896 0.5167 -0.037 0.038 -0.017 -0.06
C -2.0232 2.5278 -0.1746 -0.308 -0.180 -0.128 -0.25
O -2.2221 2.4568 -1.5580 -0.007 0.010 -0.051 -0.11
C -2.5382 3.7277 -2.1416 0.226 -0.248 0.202 -0.18
C -3.1121 3.5545 -3.5252 -0.205 0.112 -0.077 -0.22
O -4.5285 3.6787 -3.5667 0.145 0.165 0.092 -0.07
C -7.3861 -1.1618 -0.4634 -0.377 0.321 -0.567 -0.56
Cl -7.6005 -1.3790 1.2270 0.054 -0.126 0.307 0.82
C -8.4775 -1.3260 -1.2213 0.386 -0.047 0.141 -0.70
C -9.8296 -1.6962 -0.7112 -0.019 0.388 0.137 -0.14
Cl -8.4409 -1.0566 -2.9263 0.075 0.143 -0.238 0.78
H -0.5112 -1.5958 -0.7271 -0.171 -0.051 0.005 -0.02
H -1.2912 -0.5858 -1.9649 -0.151 0.095 -0.025 0.07
H -0.0149 -1.6929 -2.3954 0.145 -0.025 -0.064 0.04
H -1.4580 -3.6019 -1.5465 -0.129 -0.158 0.153 0.07
H -1.8958 -2.9063 -3.0861 -0.194 0.046 -0.162 0.12
H -3.8259 -1.8484 -3.3354 0.157 -0.074 -0.132 0.13
H -3.6296 -0.5829 -2.1448 0.167 0.069 0.048 0.11
H -5.4985 -2.7632 -1.4210 -0.051 -0.110 0.060 0.15
H -6.0052 -1.8530 -2.8129 -0.194 0.138 -0.123 0.08
H -2.8436 0.4497 1.5409 0.124 -0.141 0.044 0.14
H -2.8874 0.2444 -0.2005 -0.044 0.058 -0.263 0.11
H -1.2452 1.8210 0.1039 0.140 0.141 -0.169 0.04
H -1.7508 3.5362 0.1251 0.025 0.131 0.128 0.13
H -1.6213 4.3124 -2.1659 0.180 0.170 -0.063 0.11
H -3.2636 4.2550 -1.5204 -0.097 0.087 0.110 0.13
H -2.7205 4.3367 -4.1700 0.000 0.089 -0.124 0.12
H -2.7935 2.5961 -3.9347 0.046 -0.176 -0.006 0.12
H -4.8848 3.3409 -2.7397 -0.050 -0.144 -0.092 0.06
H -9.7695 -2.4826 0.0311 -0.033 -0.194 0.034 0.06
H -10.4843 -1.9634 -1.5297 -0.050 -0.207 -0.081 0.06
H -10.2621 -0.8225 -0.2223 -0.080 0.036 0.111 0.09
Br 1.6574 3.3760 1.9664 -0.107 -0.108 0.033 0.58
C 1.3890 1.7808 3.0562 0.086 0.214 -0.006 -0.68
C 1.7755 0.5374 2.3064 -0.176 -0.188 0.056 -0.68
Br 0.4204 0.0374 0.9980 0.324 -0.050 0.181 0.75
H 0.3446 1.7655 3.3504 -0.020 0.034 0.023 0.05
H 2.0143 1.9193 3.9350 0.059 -0.084 -0.020 0.05
H 1.8516 -0.3133 2.9800 0.006 0.025 0.037 0.05
H 2.7032 0.6517 1.7623 0.076 0.016 -0.041 0.00
Br 1.2048 5.6927 -0.7772 -0.042 -0.040 -0.033 0.59
C 0.7761 7.2562 0.2945 -0.039 -0.081 -0.123 -0.68
C 1.9388 8.2073 0.3755 0.073 0.012 0.150 -0.71
Br 3.3265 7.5481 1.5674 -0.007 0.019 -0.024 0.60
H 0.4704 6.8902 1.2692 0.007 0.018 0.039 0.05
H -0.0696 7.7293 -0.1991 0.017 0.031 -0.020 0.06
H 1.6200 9.1611 0.7896 -0.027 0.004 0.005 0.06
H 2.4099 8.3715 -0.5873 -0.014 0.012 -0.034 0.03
Br 0.7817 -5.3778 -0.8167 -0.086 0.054 -0.066 0.61
C 1.5159 -5.4814 -2.6123 -0.046 -0.089 0.124 -0.66
C 2.8808 -4.8497 -2.6734 0.048 0.143 -0.089 -0.68
Br 2.7790 -2.9099 -2.5857 0.048 -0.014 0.033 0.62
H 0.8024 -4.9948 -3.2694 0.028 0.026 -0.056 0.05
H 1.5752 -6.5393 -2.8574 0.033 -0.013 0.021 0.06
H 3.3683 -5.0810 -3.6183 -0.026 0.019 -0.027 0.04
H 3.5137 -5.1617 -1.8493 -0.004 -0.065 0.015 0.05
Br -0.3389 -6.5569 4.5341 -0.039 0.086 0.051 0.63
C -1.9325 -5.7110 3.7959 0.001 -0.179 0.026 -0.68
C -1.7338 -5.2789 2.3695 0.040 0.189 -0.068 -0.68
Br -0.6306 -3.6855 2.2571 0.036 0.019 -0.050 0.60
H -2.1673 -4.8725 4.4439 -0.017 0.035 -0.005 0.03
H -2.7182 -6.4596 3.8663 0.003 -0.018 -0.029 0.06
H -2.6875 -5.0095 1.9212 -0.027 -0.002 0.020 0.07
H -1.2517 -6.0413 1.7657 -0.006 -0.048 0.010 0.04
Br 1.6271 1.9951 -3.1675 -0.042 -0.031 0.020 0.61
C 2.9003 2.6450 -4.4830 -0.038 0.040 0.167 -0.74
C 3.2596 4.0859 -4.2375 -0.054 0.127 -0.069 -0.69
Br 1.8199 5.2907 -4.7497 0.023 -0.026 0.025 0.59
H 2.4436 2.4962 -5.4556 0.045 -0.011 -0.040 0.04
H 3.7797 2.0107 -4.3932 -0.045 0.050 0.018 0.01
H 4.1148 4.3739 -4.8442 0.004 -0.015 -0.029 0.06
H 3.4709 4.2863 -3.1918 0.016 -0.019 0.028 0.04
Br 3.2283 -6.1792 1.8492 -0.010 -0.001 0.088 0.59
C 3.0189 -7.8733 2.7745 0.100 0.137 -0.004 -0.70
C 3.4871 -9.0286 1.9320 -0.114 -0.112 -0.036 -0.70
Br 2.2265 -9.4374 0.5074 0.044 0.036 -0.015 0.60
H 1.9690 -7.9530 3.0364 -0.028 -0.028 0.010 0.01
H 3.6165 -7.7966 3.6799 0.027 -0.027 -0.004 0.06
H 3.5584 -9.9333 2.5310 -0.019 0.001 0.022 0.06
H 4.4406 -8.8305 1.4550 0.034 0.016 0.011 0.05
Br 3.7155 -0.5931 -5.7130 0.004 -0.112 -0.015 0.65
C 5.5902 -0.8224 -5.2595 -0.125 0.059 -0.041 -0.68
C 6.2364 -1.9092 -6.0760 0.055 -0.119 0.083 -0.69
Br 5.7089 -3.6848 -5.4799 -0.011 0.028 -0.050 0.61
H 5.6292 -1.0290 -4.1949 0.014 -0.030 0.028 0.05
H 6.0633 0.1349 -5.4646 0.046 -0.003 -0.032 0.06
H 7.3173 -1.8747 -5.9644 0.011 0.016 0.020 0.06
H 5.9758 -1.8447 -7.1266 -0.009 0.024 -0.025 0.05
Br 4.9956 -1.4150 4.0481 -0.032 0.024 -0.053 0.61
C 6.2049 -0.6849 2.7112 0.011 -0.095 0.115 -0.69
C 6.6096 0.7298 3.0314 -0.099 0.076 -0.090 -0.69
Br 5.1629 1.9783 2.6782 0.026 0.079 0.028 0.66
H 5.6923 -0.7598 1.7580 0.013 0.017 -0.037 0.05
H 7.0734 -1.3389 2.7097 0.020 0.006 0.022 0.06
H 7.4340 1.0416 2.3947 0.001 -0.017 -0.026 0.06
H 6.8849 0.8572 4.0726 0.025 -0.040 0.027 0.05
Br 6.6115 10.0836 2.7377 0.015 0.026 -0.051 0.60
C 5.8689 11.7461 2.0586 0.035 -0.094 0.135 -0.70
C 4.5357 11.5384 1.3919 -0.035 0.006 -0.124 -0.69
Br 4.7214 10.7144 -0.3585 -0.011 -0.005 0.001 0.62
H 6.6058 12.1634 1.3811 -0.001 0.032 -0.028 0.05
H 5.7598 12.3949 2.9243 -0.032 0.011 0.003 0.06
H 4.0477 12.4942 1.2166 0.019 0.022 0.006 0.06
H 3.8825 10.8928 1.9707 0.013 -0.025 0.039 0.04
Br -3.7445 -4.3618 9.4341 -0.014 0.031 -0.043 0.61
C -3.0029 -4.6190 7.6560 -0.024 -0.098 0.135 -0.72
C -1.6369 -4.0035 7.5173 -0.023 0.157 -0.113 -0.71
Br -1.7249 -2.0669 7.3682 0.006 -0.029 0.038 0.61
H -3.7174 -4.1959 6.9574 0.000 0.017 -0.032 0.05
H -2.9455 -5.6962 7.5151 0.035 -0.008 -0.008 0.06
H -1.1639 -4.3460 6.6012 0.062 -0.051 -0.036 0.01
H -0.9955 -4.2243 8.3633 0.007 -0.041 0.020 0.05
```
Forces are in eV/Å.

* calculated total energy: -1477962.92075 eV
* 2S+1: 1

Which of these has the lowest calculated total energy?
C34H61Br20Cl2NO7

Which of these has the highest calculated total energy?
C34H61BCl2F3IN9O10

2S+1 of number 2 (C34H61Br20Cl2NO7)?
1